Density functional theory data (ωB97M-V/def2-TZVPD) for a cluster of 3 separate species, C2H9O3 in total.

Structure (XYZ):
```
14
Properties=species:S:1:pos:R:3:forces:R:3
C 1.1148 1.0134 1.2779 -0.499 -0.053 0.005
O 0.0448 0.1091 1.4232 0.418 0.053 -0.077
C 2.3818 0.4067 1.8425 0.295 -0.030 -0.103
H 0.8601 1.9371 1.8181 0.210 0.077 0.054
H 1.2385 1.2959 0.2268 0.094 -0.065 -0.030
H 2.1975 0.0828 2.8653 0.059 0.029 0.122
H 3.2251 1.1044 1.8230 -0.086 0.105 0.111
H 2.6930 -0.4709 1.2732 -0.167 -0.043 -0.059
H -1.6277 -0.8665 -2.1335 -0.024 0.094 -0.135
H -1.0194 -1.9690 -3.1441 -0.026 0.111 0.117
O -1.7288 -1.3236 -3.0770 0.012 -0.152 -0.052
H -1.7400 0.8121 -1.1500 -0.008 -0.021 0.008
H -0.4154 0.0361 0.5499 -0.742 -0.162 -0.312
O -1.5545 -0.0894 -0.8685 0.464 0.057 0.350
```
Forces are in eV/Å.

The HOMO energy is -4.0 eV. As for the orbital gap: 7.926 eV. The total charge is -1.


Density functional theory data (ωB97M-V/def2-TZVPD) for a cluster of 16 separate species, C25H80N2O16 in total at a distorted geometry.

Structure (XYZ):
```
123
Properties=species:S:1:pos:R:3:forces:R:3
C -4.0358 2.7461 -5.4530 -0.609 -0.378 -0.170
O -3.2464 1.8711 -4.6876 0.516 0.075 0.034
H -4.8411 3.0891 -4.8031 0.011 0.176 -0.055
H -3.4828 3.5956 -5.8640 0.044 0.068 0.085
H -4.5152 2.2056 -6.2769 0.021 0.143 -0.102
H -2.5258 1.5751 -5.2666 -0.072 -0.087 0.155
C -4.5444 -2.1152 -2.7696 -0.095 0.227 -0.043
O -4.2518 -3.4841 -2.9467 0.099 -0.049 -0.039
H -4.0719 -1.7075 -1.8696 -0.142 -0.046 -0.038
H -4.2200 -1.5035 -3.6224 -0.033 -0.079 0.053
H -5.6259 -2.0129 -2.6761 0.014 0.011 0.032
H -3.3374 -3.6314 -2.6719 0.061 -0.108 0.033
C 5.0462 -0.0359 -0.4694 -0.567 0.343 -0.590
O 4.7019 -0.9037 0.5864 0.214 0.219 0.492
H 4.6765 -0.3870 -1.4408 0.126 -0.158 0.125
H 4.6060 0.9705 -0.3516 0.141 -0.117 0.065
H 6.1252 0.0875 -0.5311 0.059 -0.172 0.174
H 3.8384 -1.3143 0.4257 -0.005 -0.015 -0.431
C -5.0505 3.0712 0.2471 0.297 -0.518 -0.005
O -4.2538 3.9170 1.0633 -0.205 0.030 0.114
H -6.1049 3.3544 0.2018 0.083 0.241 -0.015
H -4.6110 2.9872 -0.7454 -0.188 0.132 -0.232
H -5.0028 2.0700 0.6833 -0.008 0.134 0.088
H -4.2154 4.7948 0.6755 0.049 -0.031 -0.071
C 0.3592 5.4238 -5.4934 -0.737 0.609 -0.150
O 1.0301 5.1372 -6.7181 -0.109 -0.222 0.273
H 0.3182 6.5048 -5.3052 0.303 -0.110 0.047
H -0.6967 5.1206 -5.5128 0.188 -0.277 -0.026
H 0.8400 4.9270 -4.6590 0.241 -0.092 -0.080
H 0.3862 5.2271 -7.4242 0.087 0.086 -0.054
C 3.3263 2.1898 2.6107 0.330 0.049 -0.032
O 2.7647 1.3455 1.6083 0.112 0.055 -0.031
H 4.4061 2.2470 2.4521 -0.011 0.096 0.230
H 2.9287 3.2035 2.5574 -0.188 -0.105 -0.238
H 3.1227 1.8047 3.6118 0.044 -0.104 -0.043
H 3.4934 0.8119 1.2662 -0.111 -0.311 0.159
C -3.1355 -1.4304 2.6987 -0.398 0.178 0.239
O -3.8973 -0.4397 1.9794 0.201 -0.308 0.127
H -2.9303 -1.0918 3.7193 0.039 0.038 -0.086
H -3.6679 -2.3794 2.7605 0.020 -0.038 -0.148
H -2.1943 -1.5635 2.1759 -0.188 -0.291 0.137
H -4.8330 -0.6066 2.1249 0.019 -0.020 0.015
C 0.5830 -0.7579 6.5448 -1.131 -0.151 0.125
C 1.6915 -1.1693 5.5920 0.026 0.657 0.227
C 3.0170 -0.7595 6.2161 0.457 -0.380 1.291
C 4.2260 -1.3518 5.5151 0.041 0.631 -0.198
C 4.1309 -2.8671 5.5152 0.221 0.363 0.134
C 2.8049 -3.3812 4.9381 0.293 0.303 -0.688
N 1.7007 -2.6259 5.5424 -0.514 -0.752 0.308
O 0.4566 -3.0836 4.9630 0.466 0.235 -0.140
C 2.8503 -3.3215 3.3867 -0.764 -0.911 0.007
C 2.6518 -4.8265 5.3669 -0.134 -0.217 0.219
C 1.4721 -0.4567 4.2705 -0.090 0.000 -0.481
H -0.4051 -0.9366 6.0981 0.234 -0.026 -0.033
H 0.5903 0.3058 6.7878 0.326 -0.005 -0.013
H 0.6012 -1.3449 7.4666 0.236 0.098 0.005
H 3.1187 0.3131 6.4041 -0.262 0.117 -0.650
H 3.0070 -1.1446 7.2533 0.009 -0.167 -0.264
H 5.1330 -1.0096 6.0233 -0.003 -0.169 -0.025
H 4.2899 -0.9365 4.5003 0.020 -0.255 -0.007
H 4.2817 -3.2141 6.5450 -0.271 -0.036 -0.056
H 4.9520 -3.2871 4.9327 -0.053 -0.118 -0.047
H 2.1643 -4.0800 2.9802 0.022 0.179 0.171
H 2.4937 -2.3920 2.9620 0.407 0.203 -0.012
H 3.8274 -3.6207 3.0102 0.146 0.368 -0.001
H 2.5307 -4.8507 6.4527 0.124 -0.153 -0.024
H 1.7794 -5.2958 4.9138 -0.003 0.026 -0.058
H 3.5351 -5.3973 5.0771 0.008 -0.041 0.042
H 2.3255 -0.5676 3.6048 -0.032 0.206 -0.051
H 1.2990 0.6061 4.4460 0.059 0.015 0.011
H 0.5906 -0.8426 3.7558 0.009 -0.064 0.027
H 0.0491 -3.5976 5.6667 0.063 0.060 0.090
C -1.9156 1.6710 -0.3505 0.373 0.266 -0.830
C -0.8711 0.5411 -0.4563 -0.285 -0.246 -0.120
C -1.4649 -0.6695 -1.1750 -0.757 -0.328 -0.558
C -1.5477 -0.4836 -2.6920 0.568 -0.260 0.106
C -0.2011 -0.0738 -3.2862 -0.644 0.480 -0.616
C 0.4318 1.1071 -2.5689 0.441 0.282 -0.143
N 0.4006 0.8564 -1.1303 0.151 -0.109 0.412
O 1.0002 1.9741 -0.4771 -0.018 -0.209 -0.077
C 1.9034 1.2180 -2.9800 0.324 0.118 0.336
C -0.2355 2.4057 -2.9901 -0.866 1.142 -0.252
C -0.5399 0.1059 0.9486 0.095 0.041 0.719
H -2.6058 1.6365 -1.1963 -0.143 -0.041 0.103
H -1.4324 2.6466 -0.4082 0.043 -0.008 0.290
H -2.4715 1.5966 0.5794 -0.076 -0.020 0.001
H -0.9374 -1.5984 -0.9270 0.261 0.175 -0.019
H -2.4920 -0.8223 -0.8156 0.239 0.089 0.232
H -2.2931 0.2768 -2.9313 -0.015 0.009 -0.006
H -1.8621 -1.4041 -3.1957 -0.142 0.035 0.214
H -0.4226 0.2853 -4.3042 0.297 -0.165 0.015
H 0.5205 -0.8809 -3.3952 -0.108 -0.174 0.400
H 2.5011 0.4151 -2.5367 -0.190 -0.145 -0.190
H 1.9975 1.2157 -4.0671 -0.008 -0.098 -0.020
H 2.3372 2.1476 -2.6043 -0.123 0.021 -0.095
H 0.0313 3.2575 -2.3592 0.294 -0.212 0.091
H 0.0053 2.6970 -4.0195 0.296 -0.284 0.058
H -1.3283 2.3939 -2.9854 -0.014 -0.487 0.181
H 0.2295 -0.6655 0.9756 0.024 -0.078 0.050
H -1.4328 -0.3136 1.4159 0.289 0.378 -0.245
H -0.1963 0.9381 1.5648 0.002 -0.004 -0.030
H 1.6912 1.5682 0.0745 -0.139 0.388 0.149
O -3.7502 2.1677 3.3216 0.058 -0.134 0.005
H -3.6204 2.7433 2.5551 -0.106 0.128 0.104
H -3.7757 1.2732 2.9533 0.079 0.072 -0.065
O 1.9455 -2.1510 -4.7809 0.052 -0.011 -0.368
H 2.7721 -2.0723 -5.2693 0.023 -0.028 0.119
H 1.2505 -1.9533 -5.4182 0.007 0.062 0.076
O 2.2202 -1.7336 -0.4462 -0.069 -0.018 0.153
H 1.8107 -2.2818 -1.1278 0.150 -0.224 0.008
H 1.5032 -1.1603 -0.1455 0.079 0.231 -0.254
O -3.2088 4.5866 -2.9431 0.078 0.088 -0.006
H -3.8930 4.5846 -3.6191 0.031 -0.003 0.055
H -2.5871 3.9071 -3.2339 -0.118 -0.054 0.067
O -1.3948 1.0403 -6.7167 0.093 -0.029 -0.110
H -1.4023 0.1414 -7.0613 -0.073 0.029 0.018
H -1.0669 1.5892 -7.4371 0.014 0.005 0.065
O -1.5967 -4.2871 -1.9512 -0.042 0.102 -0.028
H -0.7267 -3.8613 -1.9949 -0.033 0.000 -0.027
H -1.4646 -5.2066 -2.2011 0.001 0.021 0.057
O 1.2432 -3.5986 -2.5596 -0.219 0.088 -0.110
H 1.0270 -4.4712 -2.9026 0.248 -0.050 0.042
H 1.4892 -3.0761 -3.3495 0.012 -0.115 0.140
```
Forces are in eV/Å.

The HOMO energy is -8.2 eV. As for the orbital gap: 7.729 eV.


Density functional theory data (ωB97M-V/def2-TZVPD) for the molecule C3H4N2O.

Structure (XYZ):
```
10
Properties=species:S:1:pos:R:3:forces:R:3
C -1.8335 0.0588 0.0226 -0.075 -0.057 -0.021
C -0.4198 -0.3954 -0.1970 -0.029 -0.352 -0.229
O -0.1088 -1.4329 -0.7331 -0.183 0.391 0.159
N 0.5343 0.5106 0.3305 0.463 -0.157 0.020
C 1.7409 0.2669 0.2177 0.285 -0.039 0.111
N 2.9112 -0.0142 0.2639 -0.603 0.234 0.275
H -1.9840 0.3047 1.0781 0.031 -0.030 -0.158
H -2.5148 -0.7327 -0.2892 0.047 0.141 0.033
H -2.0205 0.9692 -0.5564 0.042 -0.115 0.080
H 3.6951 0.4651 -0.1370 0.021 -0.016 -0.271
```
Forces are in eV/Å.

As for the SMILES: CC(=O)N=C=N. The HOMO energy is -10.1 eV. As for the orbital gap: 10.925 eV.


Density functional theory data (ωB97M-V/def2-TZVPD) for the ion C15H25N6 with charge +1 at a distorted geometry.

Structure (XYZ):
```
46
Properties=species:S:1:pos:R:3:forces:R:3
H 0.8690 -0.2918 3.0179 -0.080 0.680 -0.816
N 1.2096 0.2374 2.1863 2.862 -1.976 -0.781
C 2.2713 -0.4608 1.8024 -1.214 0.174 0.680
N 2.6545 -1.7143 2.5352 -0.253 1.101 -0.788
N 3.1026 -0.1115 0.6394 -1.972 -1.072 0.806
C 2.3428 -0.3578 -0.6506 0.361 -0.140 0.537
C 2.1459 -1.9282 -0.8909 0.069 -0.512 -0.316
C 1.1440 -2.3258 -2.0777 0.390 0.481 -0.263
C -0.1517 -1.4001 -2.2328 0.312 0.154 -1.728
N -1.3077 -1.7570 -1.3535 0.378 3.058 0.764
C -1.0445 -2.5117 -0.1001 -0.470 -0.108 2.559
C -2.4823 -2.4423 0.6470 0.263 -0.794 -0.069
N -3.2715 -1.4617 -0.1888 1.063 1.284 -0.014
C -2.2484 -0.7107 -0.9799 0.030 -3.844 0.190
N -2.2469 0.5862 -1.2440 -1.003 -1.001 0.134
C -3.3138 1.5314 -0.7528 -0.987 0.915 1.871
C -2.7170 2.6323 0.2781 1.173 1.476 1.191
C -3.7236 3.6283 0.9030 4.086 0.399 1.176
C -3.1839 4.6796 1.9211 1.807 -2.310 -1.433
C -1.6720 4.7241 2.2978 -1.265 -2.731 -2.569
C -0.7107 3.6984 1.6380 -2.861 -0.174 -0.838
C -1.1907 2.6400 0.6103 -3.205 2.673 1.765
H 2.0556 -2.4844 2.1813 0.703 0.662 0.409
H 2.4968 -1.5970 3.5463 -0.025 -0.102 -0.734
H 3.9913 -0.6309 0.6370 -0.773 0.133 0.258
H 1.3602 0.2291 -0.5292 1.559 -0.945 -0.405
H 3.0088 0.0644 -1.4765 -1.253 -0.432 0.925
H 3.1848 -2.3579 -1.1550 -1.625 0.600 0.440
H 1.8036 -2.5115 0.0431 0.563 1.275 -1.220
H 1.7154 -2.2578 -3.0792 -1.014 -0.065 1.555
H 0.8364 -3.4147 -1.9445 0.308 1.442 -0.326
H 0.0951 -0.2697 -2.1719 -0.134 -1.842 0.182
H -0.5224 -1.5470 -3.3205 0.518 0.207 1.744
H -0.3082 -1.9658 0.5964 -0.874 -0.543 -1.306
H -0.6750 -3.5877 -0.1414 -0.632 1.495 -0.803
H -2.4210 -2.1096 1.7356 0.129 -0.059 -1.644
H -2.9594 -3.4833 0.7153 0.427 1.677 -0.571
H -3.9374 -1.9450 -0.8196 0.700 0.682 0.398
H -1.5116 1.0150 -1.8246 -0.362 -0.582 0.457
H -3.8820 2.0387 -1.5994 1.132 -0.784 0.819
H -4.0967 0.9460 -0.1409 1.439 0.564 -1.188
H -4.8342 3.6217 0.6377 1.845 -0.087 0.396
H -3.9596 5.3897 2.3895 1.590 -1.187 -0.785
H -1.2421 5.4790 3.0510 -0.922 -1.354 -1.383
H 0.3929 3.7023 1.9136 -1.716 0.036 -0.390
H -0.4922 1.8675 0.1267 -1.066 1.477 1.112
```
Forces are in eV/Å.

As for the SMILES: [H]/N=C(\N)NCCCCN1CCN/C1=[NH+]\Cc1ccccc1. The HOMO energy is -11.4 eV. As for the orbital gap: 7.975 eV. The total charge is +1.